Entry from OMol25: a 2-piece molecular cluster, C8H16INO2S overall (ωB97M-V/def2-TZVPD).

Summary:
LUMO (spin up / spin down): 0.02 / -0.48 eV
HOMO level (spin up / spin down): -7.97 / -7.78 eV

The geometry in ORCA input format:
```
! RIJCOSX wB97M-V def2-TZVPD def2/J DEFGRID3
* xyz 0 1
C -3.05 2.33 -0.42
C -2.99 3.80 -0.77
C 3.93 -3.22 1.80
C -2.00 1.86 -2.65
C 2.49 -2.79 1.29
C 2.05 -1.32 1.16
C 0.59 -1.32 0.63
C 0.26 0.12 0.46
N -2.39 1.51 -1.31
O -3.25 1.76 0.64
O -1.87 -0.87 -1.94
S -2.30 -0.19 -0.77
I 0.06 1.29 2.19
H -3.16 3.90 -1.82
H -3.60 4.29 0.04
H -1.91 4.11 -0.65
H 4.17 -4.25 1.37
H 3.93 -3.29 2.92
H 4.58 -2.49 1.60
H -2.79 2.13 -3.25
H -1.27 2.75 -2.79
H -1.33 1.10 -3.14
H 2.46 -3.34 0.29
H 1.58 -3.27 1.80
H 2.16 -0.88 2.21
H 2.51 -0.70 0.29
H 0.04 -1.81 1.34
H 0.47 -2.06 -0.25
H 0.62 0.85 -0.27
*
```

Atom charges from the Löwdin analysis, given in e for atoms 1 to 8: -0.568 0.010 -0.092 -0.123 -0.272 -0.272 -0.381 -0.660

Entry from OMol25: C10H10O as an isolated structure (ωB97M-V/def2-TZVPD).

Summary:
energy relative to the best compared isomer or geometry (same formula, charge and spin): 444.15 kJ/mol
LUMO: 0.79 eV
HOMO level: -7.68 eV

The geometry in ORCA input format:
```
! RIJCOSX wB97M-V def2-TZVPD def2/J DEFGRID3
* xyz 0 1
C 3.25 -0.25 -0.13
C 2.88 1.04 -0.26
C 2.32 -1.22 0.23
C 1.54 1.41 -0.03
C 0.99 -0.94 0.40
C 0.56 0.40 0.03
C -1.84 1.68 -0.07
C -0.86 0.71 0.07
C -2.53 -0.21 0.52
C -2.83 -1.29 -0.46
O -3.00 1.14 0.23
H 4.35 -0.40 -0.40
H 3.56 1.85 -0.51
H 2.82 -2.18 0.54
H 1.40 2.43 0.04
H 0.26 -1.71 0.65
H -1.88 2.74 -0.39
H -2.56 -0.52 1.49
H -1.95 -1.95 -0.21
H -2.80 -0.98 -1.45
H -3.69 -1.77 -0.27
*
```

Atom charges from the Löwdin analysis, given in e for atoms 1 to 8: -0.134 -0.109 -0.117 -0.027 -0.031 -0.194 -0.160 0.027

no.,F_max (eV/A)
1,5.65
2,6.44